# 1
ORCA calculation (ωB97M-V with the def2-TZVPD basis set) on 2 unconnected molecules or ions with the total composition C5H16N3 in a non-equilibrium geometry.

Kohn-Sham gap (spin up / spin down)   11.0 / 4.6 eV
Expectation value of S²   0.7549
Spin multiplicity   2
Charge   +2
HOMO (spin up / spin down)   -0.651 / -0.648 Ha

Positions of all 24 atoms, in Å:
C1 0.5551 -0.0364 1.7591
C2 -0.6089 -1.0032 1.4214
N1 -0.2307 -2.1489 0.5385
N2 0.0905 1.3963 1.7859
H1 1.0467 -0.3765 2.7199
H2 1.3373 -0.1414 0.9402
H3 -1.1074 -1.3207 2.3908
H4 -1.4477 -0.4673 0.9485
H5 -1.0251 -2.7873 0.5363
H6 0.5356 -2.6592 0.9820
H7 -0.4930 1.5489 2.6038
H8 0.9522 1.9692 1.8943
C3 -0.9025 1.5564 -1.4133
C4 0.2605 0.5931 -1.6363
C5 1.5891 0.8580 -1.5526
N3 -0.2008 -0.8029 -1.7275
H9 -0.5978 2.6022 -1.1852
H10 -1.6143 1.5249 -2.2579
H11 -1.4771 1.3215 -0.5333
H12 2.3068 0.0254 -1.6015
H13 1.9482 1.8612 -1.3507
H14 -1.1711 -0.8691 -2.0928
H15 -0.1160 -1.3646 -0.7583
H16 0.3706 -1.2796 -2.4110

Here are the Mulliken charges for atoms 1 to 8, given in e: -0.380, -0.803, -0.633, -0.110, 0.455, 0.315, 0.483, 0.356


# 2
ORCA calculation (ωB97M-V with the def2-TZVPD basis set) on C5H16N3PS in the gas phase in a non-equilibrium geometry.

Kohn-Sham gap   8.8 eV
Spin multiplicity   1
HOMO   -0.294 Ha
SMILES   CNP(N(C)C)N(C)CS

Positions of all 26 atoms, in Å:
C1 0.1622 -3.0596 -0.1190
N1 0.0086 -1.7049 0.4019
P1 0.0661 -0.3359 -0.6956
N2 -1.4474 0.6026 -0.4824
C2 -2.4873 0.3507 -1.5761
C3 -1.9399 0.5603 0.8777
N3 1.0633 0.7298 0.3952
C4 0.9625 2.1599 0.0064
C5 2.3137 0.3827 0.8604
S1 3.7154 0.1270 -0.4095
H1 -0.1254 -3.1944 -1.1467
H2 1.2101 -3.2331 -0.0470
H3 -0.3613 -3.7740 0.3929
H4 -0.5210 -1.7880 1.2609
H5 -2.8259 -0.6976 -1.5848
H6 -3.2612 0.8978 -1.2822
H7 -1.9020 0.6068 -2.4195
H8 -1.2201 0.7216 1.6476
H9 -2.4954 1.4450 0.9318
H10 -2.6319 -0.1877 1.2526
H11 1.0672 2.7238 0.8399
H12 1.8463 2.3020 -0.7566
H13 0.0777 2.5004 -0.3504
H14 2.6321 1.0639 1.5286
H15 2.1970 -0.6840 1.2595
H16 3.8966 1.4850 -0.7855

Here are the Mulliken charges for atoms 1 to 8, given in e: -1.083, -0.183, -0.062, 0.065, -1.017, -1.327, 0.168, -1.148


# 3
ORCA calculation (ωB97M-V with the def2-TZVPD basis set) on 2 unconnected molecules or ions with the total composition C5H16N3S in a non-equilibrium geometry.

Kohn-Sham gap   8.9 eV
Spin multiplicity   1
Charge   +1
HOMO   -0.432 Ha

Positions of all 25 atoms, in Å:
C1 0.4915 2.0139 -1.9254
C2 -1.5811 1.6685 -0.6223
N1 -0.8277 1.4625 -1.6745
N2 -1.2637 2.6542 0.2365
N3 -2.5530 0.8181 -0.3188
H1 -1.2151 0.9476 -2.4497
H2 -0.8298 3.4864 -0.1211
H3 -1.4285 2.5415 1.2205
H4 -2.6130 -0.0489 -0.8320
H5 -3.0666 0.7264 0.5422
H6 1.0779 1.2930 -2.4960
H7 1.1060 2.0534 -1.0345
H8 0.4386 2.9937 -2.4013
C3 0.4012 -1.1011 1.7472
C4 0.4467 -2.5706 2.1089
C5 1.9232 -1.8247 -0.5793
S1 0.5993 -0.7933 -0.0266
H9 -0.5282 -0.5863 2.0052
H10 1.1720 -0.6045 2.3196
H11 -0.2670 -3.1775 1.5392
H12 0.2621 -2.7354 3.1688
H13 1.6684 -2.8505 -0.8428
H14 2.4020 -1.3646 -1.4481
H15 2.7887 -1.9916 0.0788
H16 1.3959 -3.0102 1.8054

Here are the Mulliken charges for atoms 1 to 8, given in e: -1.134, 0.701, -0.177, -0.386, -0.383, 0.230, 0.239, 0.209


# 4
ORCA calculation (ωB97M-V with the def2-TZVPD basis set) on 2 unconnected molecules or ions with the total composition C5H16N4 in a non-equilibrium geometry.

Kohn-Sham gap   8.2 eV
Spin multiplicity   1
HOMO   -0.273 Ha

Positions of all 25 atoms, in Å:
C1 -2.3378 -0.1293 -0.4461
C2 -2.1151 1.1918 0.2806
N1 -3.1026 -1.0326 0.3922
N2 -1.0222 -0.6624 -0.8734
H1 -2.9325 0.0512 -1.3470
H2 -0.2315 -0.7270 -0.0254
H3 -2.6087 -1.2447 1.2521
H4 -3.3247 -1.9010 -0.0798
H5 -1.1221 -1.5367 -1.3803
H6 -1.5439 1.0259 1.1969
H7 -3.0744 1.6327 0.5447
H8 -1.5539 1.8820 -0.3470
C3 1.9828 -1.5603 0.3996
C4 2.7254 1.6158 0.0740
N3 1.1555 -0.3641 0.5667
C5 1.5716 0.8377 -0.4926
N4 0.8961 1.0044 -1.4978
H9 1.2460 -0.0139 1.5168
H10 -0.2370 0.1352 -1.4153
H11 3.0440 -1.3863 0.6151
H12 1.6337 -2.3718 1.0445
H13 1.9029 -1.8916 -0.6382
H14 3.5834 0.9688 0.2692
H15 2.4512 2.0846 1.0231
H16 3.0139 2.3917 -0.6325

Here are the Mulliken charges for atoms 1 to 8, given in e: 0.093, -1.364, -0.652, -0.503, 0.439, 0.514, 0.247, 0.249


# 5
ORCA calculation (ωB97M-V with the def2-TZVPD basis set) on a gas-phase ion, C5H16N5 (charge +1) in a non-equilibrium geometry.

Kohn-Sham gap   10.1 eV
Spin multiplicity   1
Charge   +1
HOMO   -0.478 Ha
SMILES   NC1(N)CCC[NH2+]C1(N)N

Positions of all 26 atoms, in Å:
N1 -1.7318 1.3236 -0.7057
C1 -0.5438 0.7696 -0.0371
N2 -0.3842 1.1819 1.3654
C2 0.7521 1.1684 -0.7872
C3 2.0172 0.6911 -0.0060
C4 1.8453 -0.9096 0.0014
N3 0.6449 -1.2088 0.7226
C5 -0.6634 -0.7493 -0.0912
N4 -1.7377 -1.2730 0.6375
N5 -0.6390 -1.0981 -1.4772
H1 -2.0436 2.2260 -0.3238
H2 -2.5050 0.6034 -0.6063
H3 -0.2688 2.2432 1.4998
H4 -0.9547 0.8222 2.1083
H5 0.8025 2.2792 -0.8680
H6 0.7488 0.5842 -1.7319
H7 2.9254 1.1340 -0.4202
H8 2.1818 0.8551 1.0637
H9 1.8609 -1.2162 -1.0397
H10 2.7725 -1.3991 0.6092
H11 0.6368 -2.2163 1.1865
H12 0.6539 -0.4716 1.4494
H13 -2.6681 -0.7932 0.6982
H14 -1.7781 -2.2572 0.5641
H15 -0.8392 -0.2855 -2.0133
H16 -1.0847 -2.0040 -1.7984

Here are the Mulliken charges for atoms 1 to 8, given in e: -0.450, -0.148, -0.585, -0.649, -0.705, -0.685, -0.184, 0.209


# 6
ORCA calculation (ωB97M-V with the def2-TZVPD basis set) on 2 unconnected molecules or ions with the total composition C5H16N7 in a non-equilibrium geometry.

Kohn-Sham gap (spin up / spin down)   6.8 / 7.0 eV
Expectation value of S²   2.0107
Spin multiplicity   3
Charge   +1
HOMO (spin up / spin down)   -0.340 / -0.481 Ha

Positions of all 28 atoms, in Å:
C1 -2.2891 -0.2143 -0.1112
C2 -1.5777 -0.0566 -1.2412
C3 -1.8029 0.3682 1.2354
C4 -0.2816 -0.0054 1.2629
C5 0.3817 0.5182 -0.0559
N1 -0.2356 0.3855 -1.1985
N2 -2.0245 1.7919 1.1413
N3 0.3981 0.6222 2.3491
N4 -0.1880 -1.4598 1.2741
N5 1.5726 1.0066 0.0682
N6 0.3286 0.7155 -2.4595
N7 2.1630 -1.3312 -1.8064
H1 -3.2365 -0.5598 0.0003
H2 -1.7177 -0.5974 -2.1512
H3 -2.3778 -0.1880 1.9642
H4 -3.0106 1.9530 0.9415
H5 -1.6169 2.2429 1.9586
H6 0.2651 1.5869 2.2109
H7 0.1557 0.3079 3.2925
H8 0.7882 -1.7645 1.5853
H9 -0.9467 -1.7297 1.9837
H10 2.0647 0.8448 0.8876
H11 2.0737 1.3646 -0.7004
H12 1.2843 0.7133 -2.4820
H13 -0.1462 0.3418 -3.2110
H14 2.4294 -1.3882 -2.7146
H15 1.2397 -1.6015 -1.8288
H16 2.6700 -1.9734 -1.2690

Here are the Mulliken charges for atoms 1 to 8, given in e: -1.261, 0.243, -0.082, 0.114, 0.322, 0.520, -0.495, -0.766


# 7
ORCA calculation (ωB97M-V with the def2-TZVPD basis set) on 3 unconnected molecules or ions with the total composition C5H16NO in a non-equilibrium geometry.

Kohn-Sham gap   4.6 eV
Spin multiplicity   1
Charge   +1
HOMO   -0.536 Ha

Positions of all 23 atoms, in Å:
C1 -2.2382 -0.9362 -0.6978
C2 -1.1658 0.0926 -1.0065
C3 -1.0774 1.3322 -0.0940
C4 0.0995 1.1964 0.9129
C5 -0.1892 0.0762 1.9173
N1 3.2485 0.0642 -0.7630
H1 -2.1838 -1.7645 -1.4078
H2 -1.9673 -1.3963 0.2576
H3 -3.2706 -0.5845 -0.6484
H4 -0.1634 -0.4503 -0.8516
H5 -2.0305 1.5338 0.3959
H6 -0.8429 2.1708 -0.7596
H7 0.2435 2.1569 1.4104
H8 1.0056 0.9907 0.3214
H9 0.5647 0.0339 2.7088
H10 -0.2178 -0.9123 1.4624
H11 -1.1375 0.3002 2.4126
H12 3.5465 -0.0057 -1.7349
H13 -1.1627 0.4297 -2.0456
H14 4.0479 -0.0271 -0.1493
H15 2.3763 -0.3986 -0.5277
H16 1.3626 -2.4119 -0.6888
O1 1.1518 -1.4900 -0.4242

Here are the Mulliken charges for atoms 1 to 8, given in e: -1.163, 0.427, -0.561, -0.273, -0.991, -0.390, 0.366, 0.302


# 8
ORCA calculation (ωB97M-V with the def2-TZVPD basis set) on 2 unconnected molecules or ions with the total composition C5H16NO2 in a non-equilibrium geometry.

Kohn-Sham gap   11.5 eV
Spin multiplicity   1
Charge   +1
HOMO   -0.530 Ha

Positions of all 24 atoms, in Å:
C1 -0.8946 -1.4948 1.5504
O1 -2.1091 -1.9941 1.1003
C2 -0.3884 -0.5209 0.4350
C3 -1.3657 0.3553 -0.3933
C4 -0.8392 1.5897 -1.1554
C5 0.3323 1.1044 -2.0058
N1 0.6987 0.5038 1.1481
H1 -0.1467 -2.2341 1.7504
H2 -1.1285 -0.9404 2.4589
H3 -2.7430 -2.2582 1.7677
H4 0.2661 -1.1236 -0.2728
H5 -1.6823 -0.3519 -1.1174
H6 -2.1670 0.4143 0.3703
H7 -1.7553 1.8906 -1.6928
H8 -0.6332 2.5233 -0.6298
H9 1.0013 0.3307 -1.6465
H10 0.0735 0.8392 -3.0335
H11 0.9731 1.9710 -2.2442
H12 0.7729 1.2014 0.3859
H13 1.6133 0.1749 1.4733
H14 0.2192 0.8675 1.9669
H15 3.9177 -1.0769 0.4304
H16 2.9530 -0.9589 -0.8115
O2 3.0318 -0.8122 0.1653

Here are the Mulliken charges for atoms 1 to 8, given in e: -0.660, -0.514, 0.033, -0.454, -0.844, -0.892, -0.279, 0.365


# 9
ORCA calculation (ωB97M-V with the def2-TZVPD basis set) on 2 unconnected molecules or ions with the total composition C5H16NO2 in a non-equilibrium geometry.

Kohn-Sham gap   11.2 eV
Spin multiplicity   1
Charge   +1
HOMO   -0.528 Ha

Positions of all 24 atoms, in Å:
C1 1.3271 -1.0675 -0.2806
O1 2.6241 -1.0275 0.3253
C2 0.6047 0.2365 0.0857
C3 -0.8978 0.1986 -0.3885
C4 -1.0538 0.1669 -1.9012
C5 -1.8371 1.1164 0.4062
N1 1.1106 1.5186 -0.5680
H1 1.6153 -1.2379 -1.3088
H2 0.6383 -1.8015 0.1312
H3 2.5973 -1.5206 1.1388
H4 0.6828 0.4074 1.1533
H5 -1.1457 -0.8399 -0.1170
H6 -0.3822 -0.5246 -2.4115
H7 -0.9507 1.1196 -2.4274
H8 -2.0824 -0.1809 -2.0154
H9 -2.5855 0.4286 0.8504
H10 -1.4008 1.7168 1.1923
H11 -2.6156 1.5552 -0.2331
H12 0.9095 1.5970 -1.5635
H13 0.6409 2.2684 -0.0599
H14 2.1111 1.6647 -0.3974
H15 -0.3395 -1.4704 3.3153
H16 0.4367 -2.5812 2.6181
O2 -0.0074 -1.7425 2.4558

Here are the Mulliken charges for atoms 1 to 8, given in e: -0.820, -0.534, -0.178, 0.747, -1.880, -1.384, -0.153, 0.330


# 10
ORCA calculation (ωB97M-V with the def2-TZVPD basis set) on a molecular structure, C5H16NORe in a non-equilibrium geometry.

Kohn-Sham gap (spin up / spin down)   8.2 / 7.0 eV
Expectation value of S²   3.7734
Spin multiplicity   4
Charge   +1
HOMO (spin up / spin down)   -0.428 / -0.381 Ha

Positions of all 24 atoms, in Å:
C1 0.6353 -1.4493 1.4391
Re1 -0.4614 0.9695 -0.4149
N1 -1.1364 0.5716 -2.2458
H1 -1.7556 0.0580 0.2598
H2 -1.9760 1.1442 -2.1503
H3 0.5961 -1.3303 0.3788
H4 0.0112 -2.3622 1.5905
H5 0.1164 -0.5031 1.7524
H6 1.7281 -1.4852 1.6975
H7 -0.5265 0.9319 -2.9636
H8 -1.4078 -0.3956 -2.4347
C2 2.5191 3.3501 1.5778
C3 3.0835 2.7686 0.2741
C4 1.9446 2.1065 -0.5018
O1 0.9793 1.9037 0.4778
C5 1.4452 2.4758 2.0582
H9 3.3079 3.4995 2.3072
H10 2.0955 4.3352 1.4009
H11 3.8212 2.0088 0.5125
H12 3.5480 3.4900 -0.3529
H13 1.5775 2.8180 -1.2463
H14 2.2899 1.1613 -0.9862
H15 1.7151 1.5504 2.5384
H16 0.4853 2.9358 2.3534

Here are the Mulliken charges for atoms 1 to 8, given in e: -0.790, 0.359, -0.678, -0.109, 0.343, 0.189, 0.316, 0.070


Short version: DFT total energy = -363.626190, -1103.829253, -762.341962, -419.054545, -473.622289, -582.986603, -329.583051, -405.058786, -405.072316, -407.924655 Ha, in the order given.
Short version: ΔE to the lowest compared entry with this formula, charge and spin = 2.053, 1.875, 0.864, 2.481, 0.343, 0.226, 8.103, 1.669, 1.301, 1.993 eV, in the order given.